# 1
Density functional theory data (ωB97M-V/def2-TZVPD) for one molecule with the formula C7H12S at a distorted geometry.

```
20
Properties=species:S:1:pos:R:3
C 0.39 1.45 0.14
C -2.01 0.52 -0.38
C 1.83 1.21 -0.11
C 1.97 -1.11 0.60
C 2.00 -0.21 -0.57
C 0.77 -0.98 -0.42
C -3.14 -0.33 -0.08
S -0.61 0.14 0.39
H 0.10 2.43 0.42
H -1.89 0.98 -1.35
H 2.12 1.87 -0.87
H 2.54 1.41 0.71
H 2.58 -2.01 0.83
H 1.73 -0.62 1.47
H 2.66 -0.46 -1.31
H 0.51 -1.81 -1.04
H -3.27 -1.25 -0.53
H -3.11 -0.69 0.95
H -4.14 0.10 -0.24
H -1.02 -0.64 1.40
```

Values from the calculation:
- LUMO level (eV) = 0.67
- Kohn-Sham gap (Ha) = 0.2861
- SMILES = CC=[S@@H]1=CC[C@H]2C[C@H]21
- ΔE to the lowest compared entry with this formula, charge and spin (kcal/mol) = 174.22
- largest force on an atom (hartree/bohr) = 0.10853

=====

# 2
Density functional theory data (ωB97M-V/def2-TZVPD) for a 4-piece molecular cluster, C22H56ClN3P overall at a distorted geometry.

```
83
Properties=species:S:1:pos:R:3
C -4.67 0.57 -1.99
C -5.43 1.79 -1.39
C -6.36 2.54 -2.38
Cl -5.76 2.61 -4.07
P -8.14 1.94 -2.33
C -8.14 0.16 -1.82
H -4.99 0.27 -2.99
H -4.86 -0.29 -1.33
H -3.60 0.77 -1.92
H -4.70 2.51 -1.03
H -6.04 1.45 -0.54
H -6.42 3.58 -2.04
H -8.72 2.12 -3.60
H -8.80 2.73 -1.35
H -7.94 0.13 -0.74
H -7.29 -0.31 -2.32
H -9.09 -0.32 -2.09
C 1.45 -2.72 -4.65
C 0.02 -2.38 -5.05
N -0.73 -1.71 -4.00
C -2.15 -1.61 -4.30
C -2.58 -0.75 -5.49
C -0.13 -0.52 -3.44
C 0.19 0.64 -4.39
H 1.46 -3.34 -3.75
H 1.93 -3.28 -5.45
H 2.05 -1.83 -4.46
H -0.48 -3.31 -5.30
H 0.05 -1.78 -5.98
H -2.68 -1.26 -3.40
H -2.53 -2.63 -4.46
H -2.52 0.31 -5.26
H -3.62 -0.96 -5.74
H -1.99 -0.95 -6.38
H 0.80 -0.81 -2.95
H -0.76 -0.15 -2.63
H 0.62 0.30 -5.33
H 0.91 1.32 -3.93
H -0.70 1.23 -4.62
C 2.87 3.60 -0.59
C 3.70 2.70 0.31
N 3.07 1.42 0.60
C 3.75 0.67 1.65
C 5.18 0.20 1.40
C 2.68 0.64 -0.56
C 3.76 0.25 -1.57
H 1.88 3.77 -0.17
H 3.36 4.56 -0.70
H 2.75 3.18 -1.59
H 3.84 3.23 1.26
H 4.70 2.58 -0.13
H 3.13 -0.19 1.93
H 3.76 1.30 2.55
H 5.21 -0.66 0.73
H 5.64 -0.12 2.34
H 5.81 0.98 0.98
H 1.90 1.20 -1.10
H 2.17 -0.27 -0.22
H 4.45 1.08 -1.79
H 3.30 -0.04 -2.52
H 4.35 -0.60 -1.24
C 1.38 -3.41 7.01
C 1.57 -1.91 7.18
N 2.61 -1.36 6.33
C 2.96 0.01 6.68
C 1.89 1.10 6.49
C 2.48 -1.63 4.91
C 1.21 -1.17 4.20
H 2.31 -3.95 7.19
H 0.63 -3.77 7.72
H 1.02 -3.67 6.01
H 1.84 -1.74 8.22
H 0.60 -1.42 7.02
H 3.85 0.30 6.12
H 3.27 0.02 7.73
H 1.76 1.36 5.45
H 2.20 2.00 7.01
H 0.92 0.80 6.90
H 2.58 -2.71 4.76
H 3.35 -1.22 4.39
H 0.31 -1.36 4.78
H 1.10 -1.70 3.25
H 1.24 -0.10 3.97
```

Values from the calculation:
- LUMO level (eV) = -3.44
- Kohn-Sham gap (Ha) = 0.2127
- largest force on an atom (hartree/bohr) = 0.02661
- total charge = +1